No. 1
The following is a quantum chemistry calculation of a structure of composition C45H41N3O5SSeTc in a non-equilibrium geometry, from OMol25.

Output
- highest occupied orbital energy (spin up / spin down) (Eh) = -0.2817 / -0.2879
- energy (eV) = -140415.3466
- LUMO energy (spin up / spin down) (eV) = -0.64 / -0.96
- gap between HOMO and LUMO (spin up / spin down) (eV) = 7.0210 / 6.8763
- molar mass (g mol⁻¹) = 912.9
- energy relative to the best compared isomer or geometry (same formula, charge and spin) (kcal/mol) = 7.9
- ⟨S²⟩ = 3.8028

ORCA input file:
```
! RIJCOSX wB97M-V def2-TZVPD def2/J DEFGRID3
* xyz 0 4
Tc -0.91 1.03 0.16
C -3.13 2.71 -1.66
N -2.84 2.56 -0.23
C -2.80 3.88 0.39
C -3.84 1.69 0.40
C -3.76 0.34 -0.26
C -4.91 -0.33 -0.63
C -4.84 -1.52 -1.33
C -3.60 -2.02 -1.69
C -2.44 -1.35 -1.31
C -2.48 -0.17 -0.58
H -4.10 3.19 -1.82
H -3.14 1.74 -2.15
H -2.35 3.32 -2.13
H -3.77 4.40 0.31
H -2.06 4.50 -0.12
H -2.53 3.80 1.44
H -4.86 2.10 0.30
H -3.62 1.62 1.47
H -5.88 0.10 -0.38
H -5.75 -2.03 -1.62
H -3.52 -2.93 -2.25
H -1.49 -1.78 -1.60
Se -1.11 -0.56 1.98
C -0.65 0.26 3.66
C -0.34 -0.56 4.75
C -0.07 0.02 5.97
N -0.10 1.33 6.19
C -0.40 2.11 5.15
C -0.68 1.63 3.88
H -0.32 -1.64 4.62
H 0.18 -0.59 6.83
H -0.43 3.18 5.36
H -0.90 2.32 3.08
O 0.15 2.82 1.14
C 0.25 3.35 0.00
O -0.20 2.76 -1.02
C 0.87 4.70 -0.13
C 1.75 5.15 0.86
C 2.27 6.43 0.79
C 1.89 7.28 -0.24
C 1.02 6.81 -1.21
C 0.51 5.53 -1.18
N 0.59 7.72 -2.27
O 1.12 8.81 -2.34
O -0.28 7.33 -3.03
H 2.00 4.48 1.67
H 2.95 6.78 1.55
H 2.27 8.29 -0.31
H -0.16 5.18 -1.95
O 0.38 -2.28 -0.15
S 0.91 -3.04 -1.30
C 2.76 -3.13 -1.12
C 3.20 -3.64 0.22
C 2.85 -2.97 1.39
C 3.23 -3.47 2.62
C 3.97 -4.64 2.71
C 4.32 -5.32 1.55
C 3.92 -4.83 0.32
C 0.65 -4.84 -0.92
C -0.82 -5.07 -0.77
C -1.43 -4.94 0.48
C -2.80 -5.11 0.60
C -3.57 -5.41 -0.51
C -2.97 -5.53 -1.75
C -1.61 -5.35 -1.88
H 3.11 -2.11 -1.30
H 3.10 -3.77 -1.94
H 2.27 -2.06 1.32
H 2.94 -2.94 3.52
H 4.28 -5.02 3.68
H 4.90 -6.23 1.61
H 4.19 -5.37 -0.59
H 1.19 -5.06 0.00
H 1.07 -5.38 -1.76
H -0.83 -4.72 1.34
H -3.27 -5.01 1.58
H -4.64 -5.55 -0.41
H -3.57 -5.77 -2.62
H -1.14 -5.42 -2.86
C 2.47 0.38 -4.27
C 1.09 0.21 -4.00
C 0.63 0.23 -2.72
C 1.50 0.42 -1.62
C 1.04 0.45 -0.27
C 1.97 0.55 0.74
C 3.35 0.69 0.47
C 3.80 0.72 -0.81
C 2.89 0.57 -1.89
C 3.34 0.55 -3.23
H 2.82 0.37 -5.29
H 0.41 0.06 -4.83
H -0.43 0.11 -2.52
H 1.64 0.55 1.77
H 4.03 0.79 1.31
H 4.85 0.85 -1.03
H 4.40 0.68 -3.42
*
```

Mulliken atomic charges, in units of e:
1 Tc -2.004
2 C -1.185
3 N 0.692
4 C -1.258
5 C -1.104
6 C 1.717
7 C -0.928
8 C -0.917
9 C -0.976
10 C 1.092
11 C -0.179
12 H 0.357
13 H 0.330
14 H 0.232
15 H 0.400
16 H 0.260
17 H 0.261
18 H 0.408
19 H 0.364
20 H 0.419
21 H 0.400
22 H 0.573
23 H 0.154
24 Se 0.029
25 C 0.588
26 C -0.674
27 C -0.391
28 N -0.638
29 C -0.564
30 C -0.079
31 H 0.411
32 H 0.361
33 H 0.375
34 H 0.134
35 O -0.383
36 C 0.665
37 O -0.474
38 C 0.149
39 C -0.305
40 C -0.941
41 C -0.397
42 C -0.245
43 C -0.300
44 N 1.045
45 O -0.625
46 O -0.602
47 H 0.593
48 H 0.423
49 H 0.508
50 H 0.640
51 O -0.717
52 S 0.671
53 C -0.450
54 C -0.244
55 C 0.657
56 C -1.258
57 C -0.396
58 C -0.685
59 C -0.280
60 C -1.218
61 C 0.312
62 C -0.145
63 C -0.738
64 C -0.336
65 C -0.751
66 C -0.201
67 H -0.083
68 H 0.609
69 H 0.546
70 H 0.493
71 H 0.395
72 H 0.383
73 H 0.375
74 H 0.391
75 H 0.624
76 H 0.322
77 H 0.402
78 H 0.420
79 H 0.396
80 H 0.370
81 C -0.877
82 C -1.068
83 C -0.589
84 C 1.430
85 C 2.331
86 C -0.293
87 C -0.942
88 C -0.962
89 C 0.774
90 C -0.911
91 H 0.374
92 H 0.499
93 H 0.260
94 H 0.335
95 H 0.530
96 H 0.393
97 H 0.446

=====

No. 2
The following is a quantum chemistry calculation of a structure of composition C45H42GeN9O5PS2SeW in a non-equilibrium geometry, from OMol25.

Output
- highest occupied orbital energy (Eh) = -0.2530
- energy (eV) = -225643.1666
- LUMO energy (eV) = -1.20
- gap between HOMO and LUMO (eV) = 5.6807
- molar mass (g mol⁻¹) = 1219.4
- energy relative to the best compared isomer or geometry (same formula, charge and spin) (kcal/mol) = 3.4

ORCA input file:
```
! RIJCOSX wB97M-V def2-TZVPD def2/J DEFGRID3
* xyz 0 1
W 1.11 0.15 0.14
O 2.79 -1.17 -0.42
C 1.64 -1.56 -0.77
C 1.32 -2.89 -1.28
C 2.24 -3.94 -1.31
C 1.83 -5.20 -1.68
C 0.50 -5.43 -2.04
C -0.42 -4.39 -2.04
C -0.02 -3.12 -1.67
P -1.11 -1.65 -1.62
C -1.23 -1.24 -3.40
C -2.28 -0.42 -3.84
C -2.30 0.06 -5.14
C -1.26 -0.22 -6.01
C -0.20 -1.01 -5.57
C -0.18 -1.51 -4.28
C -2.71 -2.43 -1.19
C -2.83 -2.75 0.16
C -4.01 -3.29 0.66
C -5.08 -3.50 -0.20
C -4.96 -3.20 -1.55
C -3.78 -2.66 -2.05
H 3.27 -3.74 -1.04
H 2.53 -6.02 -1.67
H 0.19 -6.43 -2.33
H -1.44 -4.58 -2.32
H -3.08 -0.17 -3.15
H -3.13 0.67 -5.47
H -1.26 0.18 -7.01
H 0.62 -1.23 -6.25
H 0.65 -2.13 -3.96
H -2.00 -2.57 0.83
H -4.09 -3.52 1.71
H -6.01 -3.92 0.19
H -5.79 -3.39 -2.22
H -3.70 -2.44 -3.10
Se -0.17 4.03 -6.67
N -1.13 3.82 -5.19
C -0.43 3.07 -4.39
C -0.90 2.65 -3.07
C -2.14 3.01 -2.59
C -2.52 2.49 -1.37
C -1.63 1.70 -0.66
N -0.38 1.43 -1.06
C -0.04 1.87 -2.28
C 1.27 1.52 -2.74
N 2.06 0.90 -1.84
C 3.31 0.62 -2.21
C 3.80 0.83 -3.49
C 3.00 1.46 -4.41
C 1.72 1.84 -4.02
C 0.85 2.64 -4.87
N 1.18 3.04 -6.07
H -2.79 3.64 -3.17
H -3.49 2.69 -0.94
H -1.96 1.27 0.27
H 3.94 0.18 -1.46
H 4.81 0.54 -3.73
H 3.33 1.68 -5.42
N -0.12 2.10 1.76
N -1.26 1.43 2.26
C -1.24 0.04 2.10
O -1.96 -0.69 2.73
O -0.51 -0.34 1.06
H 0.48 2.30 2.57
H -0.45 2.99 1.41
H -1.47 1.68 3.22
N -4.17 -1.76 7.26
C -3.01 -1.15 6.81
C -1.80 -1.83 6.83
C -0.65 -1.24 6.33
C -0.70 0.03 5.79
C -1.90 0.73 5.78
C -3.05 0.15 6.29
S 0.75 0.78 5.10
O 0.40 2.18 4.90
O 1.85 0.48 5.97
N 0.99 0.21 3.60
C 1.66 -0.91 3.30
S 2.53 -1.95 4.43
C 3.07 -2.93 3.12
C 2.65 -2.42 1.96
N 1.85 -1.29 2.01
H -4.06 -2.54 7.88
H -4.95 -1.16 7.47
H -1.75 -2.83 7.25
H 0.29 -1.76 6.39
H -1.92 1.75 5.41
H -3.98 0.71 6.30
H 3.69 -3.80 3.29
H 2.90 -2.84 1.00
C 2.21 4.42 2.10
Ge 2.87 3.28 0.62
C 4.79 3.67 0.41
C 2.03 4.19 -0.92
C 2.71 1.35 0.99
H 2.87 5.28 2.20
H 2.17 3.91 3.07
H 1.21 4.81 1.87
H 4.96 4.73 0.19
H 5.22 3.08 -0.40
H 5.34 3.43 1.33
H 2.32 5.24 -0.82
H 0.94 4.15 -0.91
H 2.39 3.84 -1.90
H 2.60 1.30 2.07
H 3.70 0.94 0.77
*
```

Mulliken atomic charge list, values in e, 99 entries:
1 W 2.376
2 O -0.747
3 C 0.368
4 C 0.094
5 C -0.320
6 C -1.038
7 C -0.758
8 C -0.691
9 C -0.030
10 P 2.430
11 C 0.452
12 C -0.438
13 C -1.013
14 C -0.579
15 C -0.815
16 C -0.782
17 C -0.090
18 C -0.486
19 C -0.786
20 C -0.561
21 C -0.729
22 C -0.062
23 H 0.597
24 H 0.415
25 H 0.442
26 H 0.516
27 H 0.676
28 H 0.384
29 H 0.453
30 H 0.439
31 H 0.372
32 H 0.121
33 H 0.468
34 H 0.376
35 H 0.426
36 H 0.468
37 Se 0.197
38 N -0.966
39 C 0.792
40 C 0.371
41 C -0.677
42 C -1.477
43 C -0.011
44 N 1.174
45 C -0.159
46 C -0.849
47 N 0.504
48 C -0.700
49 C -1.376
50 C -0.897
51 C 0.680
52 C 0.961
53 N -0.952
54 H 0.564
55 H 0.493
56 H 0.185
57 H 0.626
58 H 0.507
59 H 0.610
60 N -0.124
61 N -0.255
62 C 0.355
63 O -0.686
64 O 0.131
65 H 0.161
66 H 0.296
67 H 0.340
68 N -0.561
69 C 1.046
70 C -0.791
71 C -0.425
72 C -0.044
73 C -0.233
74 C -0.867
75 S 1.029
76 O -0.762
77 O -0.741
78 N -0.380
79 C 0.100
80 S -0.171
81 C -0.450
82 C -1.277
83 N 0.067
84 H 0.213
85 H 0.212
86 H 0.293
87 H 0.426
88 H 0.553
89 H 0.281
90 H 0.475
91 H 0.253
92 C -1.447
93 Ge 0.932
94 C -1.428
95 C -1.379
96 C -1.780
97 H 0.448
98 H 0.388
99 H 0.367

=====

No. 3
The following is a quantum chemistry calculation of a structure of composition C45H42IrN7O4S2, from OMol25.

Output
- highest occupied orbital energy (spin up / spin down) (Eh) = -0.3684 / -0.3688
- energy (eV) = -90472.9754
- LUMO energy (spin up / spin down) (eV) = -3.17 / -4.35
- gap between HOMO and LUMO (spin up / spin down) (eV) = 6.8528 / 5.6846
- molar mass (g mol⁻¹) = 1001.2
- energy relative to the best compared isomer or geometry (same formula, charge and spin) (kcal/mol) = 0.0
- ⟨S²⟩ = 0.7547

ORCA input file:
```
! RIJCOSX wB97M-V def2-TZVPD def2/J DEFGRID3
* xyz 1 2
Ir 0.23 0.18 -0.61
O -1.39 -0.60 -1.50
C -2.72 -0.11 -1.58
C -3.07 0.47 -0.21
C -2.37 1.75 0.09
C -3.15 2.83 0.47
C -2.56 4.03 0.79
C -1.19 4.12 0.73
C -0.43 3.02 0.34
C 1.04 3.27 0.26
C 2.01 2.15 0.62
O 1.88 1.14 -0.36
C 1.84 1.53 1.99
C 0.96 1.99 2.95
C 0.89 1.38 4.20
C 1.69 0.29 4.48
C 2.57 -0.19 3.52
C 2.65 0.43 2.29
C 3.42 2.73 0.45
C 4.10 3.29 1.52
C 5.35 3.86 1.34
C 5.93 3.89 0.08
C 5.25 3.33 -1.00
C 4.00 2.76 -0.81
N -1.01 1.85 0.01
C -3.01 1.00 -2.59
C -4.35 1.23 -2.92
C -4.71 2.30 -3.72
C -3.75 3.17 -4.21
C -2.42 2.97 -3.87
C -2.06 1.90 -3.06
C -3.51 -1.38 -1.90
C -3.59 -1.81 -3.23
C -4.18 -3.02 -3.54
C -4.71 -3.82 -2.53
C -4.62 -3.40 -1.21
C -4.02 -2.20 -0.90
H -2.82 -0.25 0.56
H -4.15 0.66 -0.16
H -4.22 2.71 0.50
H -3.16 4.88 1.08
H -0.68 5.04 0.99
H 1.26 4.13 0.89
H 1.28 3.56 -0.77
H 0.33 2.86 2.76
H 0.21 1.76 4.94
H 1.64 -0.19 5.45
H 3.21 -1.04 3.74
H 3.36 0.08 1.54
H 3.66 3.27 2.51
H 5.87 4.29 2.19
H 6.91 4.33 -0.06
H 5.70 3.34 -1.98
H 3.48 2.32 -1.65
H -5.11 0.56 -2.56
H -5.76 2.44 -3.97
H -4.04 4.00 -4.84
H -1.66 3.65 -4.23
H -1.03 1.78 -2.79
H -3.19 -1.19 -4.02
H -4.25 -3.34 -4.57
H -5.18 -4.76 -2.78
H -5.02 -4.02 -0.42
H -3.94 -1.91 0.14
N 1.02 -4.06 6.99
C 0.54 -3.65 5.78
C 0.76 -4.42 4.63
C 0.29 -4.00 3.41
C -0.39 -2.80 3.30
C -0.63 -2.02 4.43
C -0.17 -2.45 5.66
S -1.12 -2.32 1.78
O -2.19 -1.41 2.11
O -1.37 -3.48 0.99
N 0.00 -1.40 0.94
C 1.10 -2.04 0.45
N 1.71 -3.11 0.94
C 2.85 -3.44 0.36
C 3.45 -2.71 -0.66
C 2.75 -1.62 -1.14
N 1.55 -1.35 -0.62
H 1.40 -4.98 7.10
H 0.73 -3.59 7.83
H 1.29 -5.36 4.71
H 0.44 -4.61 2.52
H -1.19 -1.11 4.35
H -0.36 -1.85 6.55
H 3.34 -4.33 0.75
H 4.41 -2.98 -1.07
H 3.10 -0.97 -1.92
C 2.22 -0.03 -5.48
N 1.35 -1.05 -4.91
C 0.74 -0.96 -3.73
N 0.03 -1.97 -3.26
S 0.97 0.53 -2.87
H 2.58 -0.40 -6.44
H 3.07 0.16 -4.83
H 1.68 0.90 -5.64
H 1.16 -1.87 -5.46
H -0.12 -2.78 -3.85
H -0.71 -1.70 -2.57
*
```

Mulliken atomic charge list, values in e, 99 entries:
1 Ir 2.242
2 O 0.194
3 C 3.755
4 C -1.210
5 C 0.303
6 C -0.760
7 C -1.339
8 C -0.606
9 C 0.500
10 C -1.810
11 C 1.259
12 O -0.113
13 C 0.328
14 C -0.111
15 C -1.009
16 C -0.679
17 C -0.701
18 C 0.055
19 C -0.441
20 C -0.230
21 C -0.952
22 C -0.600
23 C -0.853
24 C -0.410
25 N 0.821
26 C -0.287
27 C -0.623
28 C -1.017
29 C -0.622
30 C -1.467
31 C 0.323
32 C -1.198
33 C -0.237
34 C -1.036
35 C -0.528
36 C -1.108
37 C -0.050
38 H -0.367
39 H 0.737
40 H 0.571
41 H 0.456
42 H 0.588
43 H 0.561
44 H 0.550
45 H 0.415
46 H 0.458
47 H 0.527
48 H 0.426
49 H 0.442
50 H 0.445
51 H 0.446
52 H 0.399
53 H 0.440
54 H 0.380
55 H 0.491
56 H 0.442
57 H 0.429
58 H 0.486
59 H 0.053
60 H 0.468
61 H 0.447
62 H 0.434
63 H 0.450
64 H 0.423
65 N -0.496
66 C 1.214
67 C -1.063
68 C -0.268
69 C -0.611
70 C -0.156
71 C -1.084
72 S 1.658
73 O -0.955
74 O -0.766
75 N 0.118
76 C -0.237
77 N -0.253
78 C -0.581
79 C -1.071
80 C -0.204
81 N 0.282
82 H 0.196
83 H 0.200
84 H 0.302
85 H 0.523
86 H 0.552
87 H 0.334
88 H 0.494
89 H 0.468
90 H 0.538
91 C -0.910
92 N -0.232
93 C 0.795
94 N -0.131
95 S -0.403
96 H 0.362
97 H 0.292
98 H 0.317
99 H 0.272

=====

No. 4
The following is a quantum chemistry calculation of a structure of composition C45H42N2O6P3Rb, from OMol25.

Output
- highest occupied orbital energy (Eh) = -0.2785
- energy (eV) = -91137.7475
- LUMO energy (eV) = 0.24
- gap between HOMO and LUMO (eV) = 7.8177
- molar mass (g mol⁻¹) = 885.2
- energy relative to the best compared isomer or geometry (same formula, charge and spin) (kcal/mol) = 17.6

ORCA input file:
```
! RIJCOSX wB97M-V def2-TZVPD def2/J DEFGRID3
* xyz 0 1
Rb 0.40 0.99 -0.94
C 2.81 6.44 -1.79
C 1.57 5.98 -1.11
N 1.29 4.73 -0.80
C 0.03 4.75 -0.23
C -0.44 6.03 -0.19
N 0.57 6.81 -0.74
C -1.67 6.57 0.39
O -1.61 7.90 0.73
O -2.69 5.96 0.55
C -0.58 3.43 0.19
O -1.38 2.93 -0.62
O -0.10 2.90 1.21
H 3.36 5.57 -2.15
H 3.45 7.00 -1.10
H 2.58 7.08 -2.64
H 0.49 7.77 -1.02
H -0.70 8.16 0.86
O -1.65 -3.35 0.35
C -2.82 -3.36 -0.37
C -3.33 -4.51 -0.99
C -4.56 -4.46 -1.62
C -5.31 -3.29 -1.63
C -4.77 -2.15 -1.06
C -3.52 -2.15 -0.45
P -2.69 -0.60 0.06
C -3.57 0.61 -1.00
C -3.35 0.52 -2.37
C -3.89 1.47 -3.24
C -4.63 2.53 -2.73
C -4.84 2.62 -1.36
C -4.32 1.67 -0.50
C -3.33 -0.24 1.73
C -4.36 -0.95 2.34
C -4.77 -0.61 3.63
C -4.16 0.44 4.30
C -3.14 1.16 3.68
C -2.72 0.82 2.41
C -0.74 -4.38 0.19
C -1.03 -5.65 0.68
C -0.13 -6.68 0.51
C 1.08 -6.44 -0.13
C 1.40 -5.16 -0.55
C 0.50 -4.10 -0.37
P 0.97 -2.34 -0.60
C 2.35 -2.49 -1.80
C 2.04 -3.05 -3.03
C 3.00 -3.14 -4.03
C 4.28 -2.64 -3.81
C 4.58 -2.05 -2.59
C 3.62 -1.97 -1.59
C 1.79 -2.10 1.03
C 2.85 -2.89 1.48
C 3.37 -2.71 2.75
C 2.84 -1.75 3.59
C 1.78 -0.96 3.16
C 1.26 -1.13 1.88
H -2.76 -5.42 -1.00
H -4.94 -5.36 -2.09
H -6.28 -3.26 -2.10
H -5.32 -1.22 -1.12
H -2.76 -0.30 -2.77
H -3.71 1.38 -4.30
H -5.03 3.27 -3.40
H -5.40 3.46 -0.96
H -4.48 1.77 0.56
H -4.83 -1.77 1.82
H -5.56 -1.17 4.10
H -4.49 0.71 5.29
H -2.67 1.99 4.20
H -1.92 1.39 1.94
H -1.98 -5.81 1.18
H -0.36 -7.67 0.89
H 1.79 -7.25 -0.28
H 2.35 -4.97 -1.02
H 1.04 -3.44 -3.22
H 2.75 -3.59 -4.98
H 5.03 -2.71 -4.58
H 5.57 -1.65 -2.42
H 3.86 -1.49 -0.65
H 3.25 -3.66 0.83
H 4.19 -3.34 3.08
H 3.24 -1.62 4.59
H 1.35 -0.22 3.82
H 0.43 -0.51 1.58
C 4.89 3.03 -0.22
P 3.96 1.67 0.52
C 3.08 2.39 1.91
C 5.16 0.53 1.23
O 3.08 1.00 -0.48
H 5.62 3.47 0.46
H 4.15 3.79 -0.51
H 5.39 2.67 -1.12
H 3.76 2.94 2.56
H 2.62 1.58 2.48
H 2.28 3.04 1.54
H 5.79 1.01 1.98
H 5.80 0.12 0.44
H 4.61 -0.29 1.69
*
```

Mulliken atomic charges, in units of e:
1 Rb 0.973
2 C -1.394
3 C 0.290
4 N -0.299
5 C 0.669
6 C 0.056
7 N -0.170
8 C 0.430
9 O -0.541
10 O -0.476
11 C 0.239
12 O -0.539
13 O -0.630
14 H 0.284
15 H 0.277
16 H 0.452
17 H 0.267
18 H 0.331
19 O -0.392
20 C 0.471
21 C -0.701
22 C -0.964
23 C -0.907
24 C -0.138
25 C -0.446
26 P 1.667
27 C 0.065
28 C -0.472
29 C -0.660
30 C -0.572
31 C -0.554
32 C -0.271
33 C -0.151
34 C -0.290
35 C -0.658
36 C -0.592
37 C -0.663
38 C -0.181
39 C -1.062
40 C -0.211
41 C -0.526
42 C -0.969
43 C -0.480
44 C 0.831
45 P 1.077
46 C 0.231
47 C -0.561
48 C -0.632
49 C -0.576
50 C -0.584
51 C -0.094
52 C 0.551
53 C 0.053
54 C -0.910
55 C -0.609
56 C -0.626
57 C -0.178
58 H 0.539
59 H 0.397
60 H 0.449
61 H 0.556
62 H 0.414
63 H 0.408
64 H 0.352
65 H 0.419
66 H 0.382
67 H 0.362
68 H 0.408
69 H 0.378
70 H 0.499
71 H 0.468
72 H 0.642
73 H 0.402
74 H 0.425
75 H 0.389
76 H 0.436
77 H 0.414
78 H 0.386
79 H 0.421
80 H 0.079
81 H 0.340
82 H 0.417
83 H 0.383
84 H 0.550
85 H 0.231
86 C -1.056
87 P 1.207
88 C -0.658
89 C -0.978
90 O -0.638
91 H 0.403
92 H 0.005
93 H 0.359
94 H 0.440
95 H 0.041
96 H 0.007
97 H 0.417
98 H 0.312
99 H 0.057